A structure of composition C35H27Cl3HgN2O3PS. Source: the OMol25 dataset; level of theory: wB97M-V/def2-TZVPD.

## Properties
E_HOMO (alpha / beta) (hartree): -0.1921 / -0.2989
E_tot (Ha): -3958.7094
Kohn-Sham gap (alpha / beta) (eV): 5.3 / 8.2
Energy relative to the best compared isomer or geometry (same formula, charge and spin) (eV): 0.5674
2S+1: 2

```
73
Properties=species:S:1:pos:R:3:forces:R:3
Hg 2.412 2.113 -2.533 0.303 0.048 -0.094
O -1.349 -1.912 -1.815 -0.052 -0.149 -0.028
C -1.674 -0.755 -1.898 -0.150 0.372 0.035
O -0.486 0.229 -2.204 0.136 0.021 0.014
C -2.821 0.043 -1.775 -0.002 0.032 -0.002
C -4.158 -0.440 -1.639 0.027 -0.012 0.059
C -5.193 0.449 -1.584 0.009 0.023 -0.014
C -4.984 1.855 -1.650 0.092 0.073 -0.018
C -3.698 2.351 -1.780 -0.098 -0.048 0.015
C -2.629 1.467 -1.837 0.098 -0.209 -0.118
P -0.908 1.732 -2.085 -0.839 -0.343 0.180
C -0.193 2.414 -0.582 -0.045 0.052 -0.162
C 0.059 1.464 0.407 0.118 -0.073 0.046
C 0.387 1.875 1.690 0.004 0.088 -0.014
C 0.460 3.230 1.989 0.042 -0.079 -0.038
C 0.224 4.174 0.998 -0.001 0.088 0.049
C -0.116 3.771 -0.283 0.062 0.098 -0.042
C -0.696 2.560 -3.662 -0.032 0.105 0.183
C -0.547 3.933 -3.823 0.119 -0.021 0.080
C -0.568 4.480 -5.095 -0.014 0.146 -0.074
C -0.768 3.668 -6.203 0.001 -0.115 0.028
C -0.957 2.300 -6.037 0.022 0.061 -0.018
C -0.927 1.743 -4.769 0.079 -0.063 -0.095
H -4.334 -1.509 -1.590 0.019 0.056 -0.004
H -6.210 0.079 -1.499 0.096 0.002 0.021
H -5.830 2.529 -1.611 0.049 -0.027 0.006
H -3.521 3.422 -1.846 -0.067 -0.084 0.013
H 0.031 0.409 0.158 -0.056 0.133 0.070
H 0.588 1.138 2.460 0.004 0.043 -0.036
H 0.709 3.550 2.995 0.000 -0.015 -0.061
H 0.305 5.230 1.227 -0.035 -0.057 -0.024
H -0.299 4.517 -1.046 -0.024 -0.040 0.165
H -0.390 4.576 -2.966 0.028 -0.025 -0.148
H -0.428 5.547 -5.225 -0.014 -0.072 0.024
H -0.776 4.099 -7.196 -0.020 -0.009 0.045
H -1.133 1.668 -6.900 0.034 0.018 0.060
H -1.071 0.677 -4.630 0.014 0.089 -0.037
Cl -4.120 -1.465 1.855 -0.067 0.035 -0.010
C -2.515 -2.103 1.793 0.133 -0.054 0.003
C -1.435 -1.274 2.045 -0.010 0.159 0.009
C -0.155 -1.801 2.008 0.022 0.030 -0.004
C 0.072 -3.148 1.736 0.007 -0.035 -0.132
C 1.484 -3.701 1.709 -0.037 0.164 -0.406
C 2.084 -3.750 0.285 -0.137 0.270 0.142
N 2.505 -2.440 -0.191 0.046 -0.078 0.161
C 3.723 -1.853 0.081 -0.032 0.084 0.035
C 3.628 -0.569 -0.370 -0.164 -0.119 -0.073
N 2.379 -0.357 -0.919 0.226 -0.067 0.115
C 1.735 -1.492 -0.793 -0.095 0.001 -0.014
O 2.355 -2.912 2.471 0.190 0.040 0.067
C 2.134 -2.987 3.863 0.049 0.107 0.056
C 2.830 -1.825 4.493 0.003 0.052 -0.094
C 3.193 -1.761 5.798 0.095 0.209 0.112
Cl 2.975 -2.984 6.982 -0.016 -0.031 0.005
S 3.921 -0.260 6.213 0.006 -0.031 0.007
C 3.753 0.304 4.603 0.017 0.121 0.031
C 3.161 -0.619 3.801 -0.043 0.011 -0.177
C -1.037 -3.947 1.479 -0.007 0.126 0.022
Cl -0.835 -5.639 1.117 0.011 0.034 -0.017
C -2.327 -3.441 1.504 -0.082 -0.133 -0.052
H -1.605 -0.226 2.266 0.037 -0.084 -0.026
H 0.700 -1.161 2.211 -0.095 -0.103 -0.040
H 1.475 -4.724 2.086 -0.056 -0.193 0.054
H 1.348 -4.166 -0.399 -0.006 -0.027 -0.081
H 2.958 -4.395 0.303 0.072 -0.057 -0.044
H 4.525 -2.391 0.565 -0.160 0.054 -0.030
H 4.375 0.214 -0.349 -0.065 -0.124 -0.013
H 0.720 -1.674 -1.136 0.221 -0.118 0.087
H 2.509 -3.930 4.267 0.051 -0.122 0.018
H 1.063 -2.936 4.085 -0.088 -0.029 0.014
H 4.106 1.294 4.339 -0.051 -0.187 0.022
H 2.983 -0.476 2.739 0.060 -0.039 0.187
H -3.173 -4.084 1.302 0.058 0.024 0.005
```
Positions in Å, forces in eV/Å.

---

A cluster of 9 separate species, C67H151N8O in total in a non-equilibrium geometry. Source: the OMol25 dataset; level of theory: wB97M-V/def2-TZVPD.

## Properties
E_HOMO (hartree): -0.4778
E_tot (Ha): -3153.9281
Kohn-Sham gap (eV): 3.3
Charge: +7
Energy relative to the best compared isomer or geometry (same formula, charge and spin) (eV): 3.4169

```
227
Properties=species:S:1:pos:R:3:forces:R:3
C 24.212 -7.397 -22.614 -0.335 -1.711 0.708
C 24.758 -6.268 -23.470 1.728 -0.125 0.263
C 25.833 -5.469 -22.625 -0.422 -0.734 -0.393
O 25.210 -6.688 -24.672 -0.155 0.105 -0.146
H 24.874 -8.226 -22.363 0.955 0.080 -0.484
H 23.427 -7.928 -23.152 -0.388 0.227 -0.197
H 23.849 -7.195 -21.607 -0.428 0.843 0.092
H 23.898 -5.600 -23.515 -0.719 0.911 -0.294
H 26.745 -6.046 -22.472 -0.046 -0.405 -0.076
H 25.411 -5.279 -21.638 0.073 0.518 0.149
H 26.169 -4.574 -23.148 -0.342 0.260 0.060
C 18.895 -13.502 -23.460 -0.087 -0.860 -1.423
C 17.444 -13.345 -22.939 1.071 -0.176 1.099
C 16.327 -13.999 -23.729 0.344 -0.581 0.229
N 14.949 -13.719 -23.131 -0.854 -1.079 -1.076
C 14.727 -14.121 -21.660 0.801 1.259 -0.655
C 13.832 -14.539 -23.861 -0.232 0.225 -0.739
C 13.037 -13.512 -24.672 -0.542 -0.239 -0.239
C 13.197 -12.209 -23.931 -0.260 0.843 0.555
C 14.647 -12.235 -23.469 -0.620 -0.550 0.732
H 19.129 -12.807 -24.266 0.079 0.355 0.287
H 19.081 -14.462 -23.940 -0.693 -0.413 -0.246
H 19.724 -13.583 -22.757 -0.514 0.937 0.623
H 17.246 -12.289 -22.753 -0.059 0.048 -0.036
H 17.476 -13.840 -21.968 -0.283 0.147 0.235
H 16.493 -15.076 -23.747 -0.192 -0.050 0.088
H 16.316 -13.658 -24.764 -0.283 -0.009 0.018
H 15.018 -15.156 -21.475 0.169 0.102 -0.333
H 13.656 -14.028 -21.482 0.302 0.293 0.251
H 15.337 -13.422 -21.088 -0.269 -0.279 0.382
H 13.159 -15.007 -23.143 0.198 0.486 0.366
H 14.204 -15.425 -24.376 0.600 0.485 -0.365
H 11.987 -13.798 -24.741 0.046 -0.140 0.105
H 13.325 -13.309 -25.704 0.548 -0.630 -0.032
H 12.483 -12.034 -23.126 0.092 -0.465 0.256
H 12.997 -11.377 -24.606 0.295 0.095 -0.007
H 14.902 -11.677 -22.568 -0.143 0.228 -0.258
H 15.250 -11.930 -24.324 0.364 -0.249 0.349
C 30.567 -11.170 -24.113 -1.042 0.375 0.311
C 29.605 -11.379 -25.295 0.227 -1.014 -0.249
C 29.087 -12.844 -25.535 0.000 2.328 -0.532
N 28.018 -12.867 -26.653 -0.683 -1.350 -1.358
C 28.333 -12.086 -27.961 0.135 -0.317 1.444
C 26.614 -12.462 -26.148 0.792 -0.217 -0.540
C 25.674 -13.173 -27.117 -0.308 -0.790 -0.282
C 26.285 -14.590 -27.296 -0.397 0.612 0.921
C 27.821 -14.381 -27.035 -1.799 -0.564 0.323
H 30.953 -10.155 -24.202 0.403 -0.184 -0.144
H 31.368 -11.894 -23.963 -0.131 0.064 -0.207
H 29.934 -11.085 -23.229 0.303 -0.478 0.367
H 30.109 -10.980 -26.176 -0.316 -0.131 -0.258
H 28.714 -10.796 -25.060 0.019 0.307 -0.309
H 28.524 -13.091 -24.635 0.360 -0.708 -0.092
H 29.854 -13.553 -25.845 -0.038 0.069 0.362
H 27.679 -12.361 -28.789 -0.090 -0.406 0.421
H 29.362 -12.331 -28.224 -0.058 0.351 0.025
H 28.144 -11.038 -27.728 0.489 -0.027 -0.110
H 26.501 -11.384 -26.034 0.243 0.049 -0.471
H 26.584 -12.841 -25.126 -0.418 -0.386 -0.155
H 25.567 -12.797 -28.135 0.321 0.967 0.286
H 24.656 -13.206 -26.731 0.103 -0.059 0.182
H 26.005 -15.081 -28.228 0.492 0.443 -0.306
H 25.765 -15.220 -26.575 0.727 -0.191 0.445
H 28.351 -14.773 -27.903 0.593 0.914 0.091
H 28.100 -14.996 -26.179 0.212 0.347 0.032
C 23.510 -9.506 -32.002 -0.180 -0.213 -0.409
C 23.963 -10.202 -33.306 -1.598 -1.475 -0.074
C 22.889 -11.193 -33.869 0.247 -0.293 -0.435
N 23.382 -11.984 -35.133 0.879 1.335 0.629
C 24.434 -13.052 -34.729 -0.696 0.466 -0.643
C 22.232 -12.611 -35.929 0.992 -0.422 0.502
C 22.762 -12.615 -37.374 -1.558 -1.099 0.343
C 23.971 -11.730 -37.465 -0.002 0.063 -0.459
C 24.033 -10.968 -36.149 -0.729 -1.508 -0.107
H 22.941 -10.155 -31.336 0.190 -0.235 0.019
H 22.838 -8.682 -32.241 0.053 0.089 -0.063
H 24.351 -9.094 -31.443 0.007 -0.078 -0.120
H 24.750 -10.941 -33.159 0.929 0.985 0.140
H 24.098 -9.443 -34.077 0.753 -0.226 0.153
H 21.959 -10.679 -34.113 0.045 -0.074 -0.402
H 22.641 -11.998 -33.177 0.039 0.212 0.293
H 24.094 -13.554 -33.823 0.051 0.076 -0.128
H 25.426 -12.615 -34.619 -0.290 0.297 0.291
H 24.546 -13.772 -35.539 -0.356 0.017 0.008
H 22.064 -13.596 -35.495 0.057 -0.067 -0.159
H 21.295 -12.070 -35.797 0.370 0.437 0.061
H 22.990 -13.635 -37.685 -0.155 0.086 -0.119
H 21.939 -12.240 -37.983 0.181 -0.193 -0.252
H 24.868 -12.326 -37.635 0.066 0.171 0.109
H 23.786 -11.154 -38.371 0.654 0.613 0.337
H 25.074 -10.791 -35.880 -0.433 0.547 0.370
H 23.319 -10.145 -36.111 0.565 0.356 -0.140
C 21.620 0.518 -25.237 1.302 -0.807 -0.191
C 21.083 1.911 -25.201 -1.467 0.925 -0.102
C 21.801 2.909 -26.151 -0.784 -0.672 -0.187
N 20.996 4.159 -26.445 1.315 0.186 0.543
C 21.303 5.120 -25.266 -0.222 0.145 -1.034
C 19.513 3.974 -26.652 0.240 -0.238 -0.532
C 19.071 5.199 -27.421 0.213 0.616 -0.307
C 20.384 5.749 -28.130 -2.105 0.095 -0.074
C 21.444 4.769 -27.789 0.445 0.676 0.175
H 21.637 0.086 -26.237 -0.307 0.273 -0.299
H 21.066 -0.209 -24.643 0.020 0.341 0.266
H 22.676 0.488 -24.965 0.004 -0.092 0.452
H 20.802 2.282 -24.215 1.310 0.206 0.558
H 20.035 1.820 -25.484 -0.052 0.030 -1.081
H 21.940 2.368 -27.087 -0.187 0.128 -0.198
H 22.789 3.299 -25.907 -0.036 -0.414 0.584
H 20.723 6.038 -25.364 -0.259 -0.270 0.017
H 22.347 5.428 -25.328 -0.001 -0.319 -0.061
H 21.112 4.617 -24.318 -0.125 -0.015 -0.270
H 18.963 3.703 -25.751 0.327 0.421 0.134
H 19.385 3.148 -27.352 0.384 -0.326 0.195
H 18.668 5.995 -26.794 -0.129 -0.197 0.008
H 18.284 4.833 -28.079 0.061 0.565 -0.236
H 20.547 6.762 -27.761 0.289 -0.134 -0.096
H 20.316 5.784 -29.217 -0.302 0.250 0.102
H 22.391 5.309 -27.791 0.303 -0.459 0.873
H 21.535 4.050 -28.603 -0.242 -0.707 0.657
C 29.736 -4.122 -26.956 0.085 -1.900 0.168
C 29.127 -3.305 -28.018 -0.712 -0.018 -2.239
C 28.655 -4.084 -29.331 0.690 1.701 0.776
N 28.060 -3.102 -30.403 -1.185 0.068 -0.452
C 29.105 -1.951 -30.839 -1.507 -2.608 2.059
C 27.634 -3.971 -31.580 0.571 0.515 -1.418
C 26.359 -3.333 -32.179 0.739 -0.429 1.237
C 25.625 -2.940 -30.898 -0.350 0.017 0.098
C 26.688 -2.380 -29.965 1.588 -0.836 -0.247
H 30.734 -4.455 -27.243 0.286 0.462 0.329
H 29.207 -5.072 -26.885 -0.345 0.056 0.766
H 29.697 -3.531 -26.041 0.347 -0.537 0.124
H 29.933 -2.606 -28.239 -0.621 0.615 -0.515
H 28.226 -2.843 -27.615 0.167 0.454 -0.101
H 27.931 -4.868 -29.107 -0.528 0.470 0.106
H 29.451 -4.642 -29.825 0.350 0.416 -0.122
H 29.190 -1.424 -29.889 0.487 0.230 -0.352
H 28.676 -1.297 -31.598 0.271 -0.562 -0.238
H 29.943 -2.625 -31.015 0.462 1.061 -0.643
H 28.428 -3.951 -32.326 0.221 0.053 0.120
H 27.558 -5.021 -31.296 -0.415 0.233 0.389
H 26.672 -2.450 -32.735 -0.215 0.080 -0.063
H 25.789 -3.980 -32.846 0.182 -0.064 0.144
H 24.778 -2.295 -31.130 0.235 0.396 0.339
H 25.209 -3.772 -30.329 -0.123 -0.459 -0.577
H 26.912 -1.321 -30.092 -0.309 -0.092 0.395
H 26.560 -2.729 -28.941 -0.220 0.710 -0.010
C 18.304 -6.769 -28.825 1.150 -0.399 0.020
C 17.027 -7.494 -29.251 -0.910 0.191 0.317
C 17.110 -8.484 -30.433 -0.149 -0.016 -0.745
N 15.741 -9.012 -31.010 0.717 0.718 0.454
C 15.026 -9.740 -29.863 0.756 0.095 -1.196
C 15.970 -9.918 -32.247 -0.522 -1.137 -0.211
C 14.956 -9.519 -33.356 0.264 0.968 0.626
C 13.967 -8.644 -32.578 0.017 0.811 0.136
C 14.840 -7.909 -31.577 0.259 -0.354 0.479
H 18.794 -6.156 -29.582 -0.072 -0.357 -0.350
H 19.006 -7.498 -28.421 0.356 -0.268 -0.553
H 18.293 -6.105 -27.961 -1.222 0.106 -0.006
H 16.255 -6.768 -29.508 -0.029 0.181 -0.053
H 16.663 -7.979 -28.344 -0.114 -0.280 -0.099
H 17.689 -9.391 -30.258 -0.060 0.009 0.411
H 17.606 -8.001 -31.274 -0.162 0.131 -0.116
H 14.074 -10.104 -30.251 0.117 -0.024 0.276
H 14.914 -9.067 -29.013 -0.132 -0.009 -0.303
H 15.706 -10.552 -29.608 -0.340 -0.135 0.142
H 15.778 -10.960 -31.988 0.041 0.099 0.536
H 17.005 -9.897 -32.589 -0.034 0.475 0.287
H 14.451 -10.316 -33.901 0.303 -0.272 0.405
H 15.497 -8.931 -34.098 -0.198 0.153 -0.047
H 13.206 -9.219 -32.050 -0.081 -0.064 -0.246
H 13.486 -7.863 -33.168 -0.245 -0.369 -0.232
H 14.340 -7.418 -30.742 -0.146 -0.107 -0.143
H 15.453 -7.169 -32.090 0.251 -0.128 0.068
C 24.211 1.771 -18.642 -0.931 0.043 -0.732
C 23.999 3.222 -18.200 -0.341 0.081 1.918
C 22.671 3.407 -17.372 -0.046 1.253 -2.520
N 22.473 4.854 -16.783 -0.345 -0.998 0.358
C 22.717 5.985 -17.816 -0.396 -1.397 1.021
C 23.377 5.038 -15.566 0.122 0.362 -1.278
C 22.590 5.916 -14.643 -0.172 -1.907 2.690
C 21.187 5.224 -14.639 0.190 2.004 -0.644
C 21.035 4.955 -16.110 -0.655 -0.978 -0.957
H 23.356 1.465 -19.245 -0.298 -0.063 -0.071
H 24.261 1.034 -17.841 0.294 0.304 0.176
H 25.039 1.639 -19.338 0.297 0.218 0.431
H 24.067 3.937 -19.020 -0.052 -0.166 0.006
H 24.750 3.466 -17.447 0.584 0.169 -0.343
H 22.566 2.561 -16.692 -0.053 0.710 0.733
H 21.833 3.372 -18.067 -0.126 -0.348 -0.057
H 22.157 5.754 -18.722 -0.180 0.200 0.197
H 23.780 6.012 -18.056 -0.140 0.115 0.218
H 22.367 6.874 -17.291 0.172 0.119 -0.470
H 24.329 5.473 -15.871 -0.002 -0.211 -0.076
H 23.501 3.994 -15.276 0.250 0.398 0.912
H 22.631 6.998 -14.768 -0.283 -0.198 -0.598
H 22.989 5.745 -13.643 0.298 0.295 0.125
H 20.428 5.931 -14.304 -0.020 0.083 -0.121
H 20.973 4.325 -14.061 1.037 0.021 0.204
H 20.405 5.672 -16.636 0.520 0.227 -0.153
H 20.507 4.003 -16.176 0.385 -0.182 -0.751
C 19.997 -3.969 -18.688 0.634 0.236 0.473
C 18.551 -3.893 -18.268 -0.136 0.861 -1.207
C 17.831 -2.884 -19.178 -0.602 -0.565 0.551
N 16.357 -2.720 -18.876 -0.438 0.266 -1.269
C 16.134 -2.024 -17.546 0.117 -1.208 -0.484
C 15.687 -1.857 -20.027 1.283 -0.644 -0.124
C 15.028 -2.790 -21.016 -1.044 -1.199 -0.402
C 15.220 -4.266 -20.523 0.791 0.893 1.655
C 15.605 -4.072 -18.997 -1.662 1.113 -0.419
H 20.133 -4.040 -19.768 -0.019 -0.541 0.049
H 20.340 -4.832 -18.119 0.770 -0.006 -0.581
H 20.586 -3.103 -18.386 -0.062 0.052 0.186
H 18.537 -3.592 -17.221 -0.445 -0.364 0.023
H 18.204 -4.904 -18.486 -0.621 0.136 0.601
H 17.833 -3.248 -20.205 0.391 0.150 -0.064
H 18.263 -1.886 -19.098 0.111 -0.069 -0.178
H 16.411 -2.755 -16.787 -0.280 0.196 0.167
H 15.073 -1.777 -17.523 0.239 0.131 0.401
H 16.798 -1.165 -17.447 -0.251 0.043 -0.272
H 15.016 -1.108 -19.604 0.268 -0.191 0.117
H 16.468 -1.428 -20.655 0.348 0.671 1.010
H 13.993 -2.472 -21.139 -0.252 -0.548 0.334
H 15.403 -2.673 -22.033 0.434 0.009 0.177
H 14.340 -4.905 -20.606 -0.010 0.232 0.061
H 16.045 -4.785 -21.010 -0.031 0.199 -0.267
H 14.699 -3.811 -18.450 -0.326 -0.293 -0.111
H 16.001 -4.932 -18.456 0.700 0.410 -0.258
```
Positions in Å, forces in eV/Å.